The following is a quantum chemistry calculation of an isolated molecule of C5H10N2 in a non-equilibrium geometry, from the Open Molecules 2025 dataset.

Energy above the lowest of the compared OMol25 structures with the same formula, charge and spin: 243.4 kJ/mol
Molar mass: 98.15 g mol⁻¹
LUMO level: 1.00 eV
Gap between HOMO and LUMO: 9.0893 eV
SMILES string: C=NC/C=C\NC

```
17
Properties=species:S:1:pos:R:3:forces:R:3:nbo_charge:R:1
C -0.124294 1.543461 -2.756766 1.9 1.9 -2.6 -0.07
N 1.033081 1.186539 -2.411635 -0.4 1.8 -2.1 -0.40
C 1.263607 0.219296 -1.441169 0.6 -1.2 1.5 -0.28
C 0.049404 -0.654812 -1.125820 0.5 0.2 -1.0 -0.33
C -0.454193 -0.694005 0.105236 -0.1 -0.1 -0.1 0.00
N -0.038280 -0.044020 1.258651 0.8 0.2 1.8 -0.63
C -0.581412 -0.566954 2.568469 1.6 -0.9 -2.7 -0.40
H -0.192967 2.278894 -3.645491 0.0 -1.0 1.6 0.16
H -1.013456 1.209406 -2.347208 -1.9 -0.8 0.9 0.15
H 1.520174 0.816602 -0.523569 0.1 -0.8 -0.6 0.20
H 2.212880 -0.286640 -1.808092 -1.2 0.0 0.9 0.21
H -0.536787 -1.079270 -1.997389 0.9 0.3 1.3 0.21
H -1.368279 -1.265622 0.233811 -0.1 0.1 0.3 0.19
H 0.958918 0.257762 1.488605 -1.9 -0.8 -1.6 0.39
H -0.381739 -1.668057 2.577534 -0.7 0.8 0.5 0.19
H 0.077692 -0.074702 3.207093 0.8 0.4 1.9 0.19
H -1.565665 -0.237846 2.783626 -1.1 -0.1 -0.1 0.20
```
Positions in Å, forces in eV/Å.

***

The following is a quantum chemistry calculation of an isolated molecule of C5H10N2 in a non-equilibrium geometry, from the Open Molecules 2025 dataset.

Energy above the lowest of the compared OMol25 structures with the same formula, charge and spin: 391.1 kJ/mol
Molar mass: 98.15 g mol⁻¹
LUMO level: 1.00 eV
Gap between HOMO and LUMO: 9.5071 eV
SMILES string: N[C@@]12CCN[C@H]1C2

```
17
Properties=species:S:1:pos:R:3:forces:R:3:nbo_charge:R:1
N 0.922167 1.132335 -1.009006 -1.0 -0.7 -1.5 -0.86
C 0.743328 0.322893 0.226894 -1.3 3.2 0.0 0.07
C -0.549580 0.789733 0.942303 0.3 0.0 -1.2 -0.40
C -1.529828 -0.026143 -0.059453 -0.6 0.1 0.4 -0.25
N -0.669634 -0.969657 -0.958401 -0.5 -0.4 1.8 -0.62
C 0.414299 -1.134266 0.006831 0.7 1.0 -0.7 -0.13
C 1.834151 -0.604283 0.284636 1.1 -1.4 0.0 -0.36
H 0.331558 0.738130 -1.776339 0.8 -0.2 0.7 0.38
H 0.531979 2.067324 -0.987613 0.2 0.1 0.9 0.36
H -0.577516 0.452533 1.982509 -0.3 0.0 -0.2 0.21
H -0.763501 1.907169 0.888134 0.4 -1.4 0.1 0.21
H -2.045489 0.639998 -0.741305 -0.2 0.2 0.1 0.20
H -2.294110 -0.547641 0.567968 0.6 0.0 -0.7 0.19
H -1.156737 -1.863937 -1.026167 0.0 0.3 -0.2 0.37
H 0.117041 -1.460247 0.979783 -0.7 -0.7 0.4 0.16
H 2.511154 -0.389173 -0.538065 0.3 -0.3 0.5 0.25
H 2.180724 -1.054767 1.217285 0.3 0.2 -0.5 0.23
```
Positions in Å, forces in eV/Å.

***

The following is a quantum chemistry calculation of the ion C5H10N2 with charge +2 in a non-equilibrium geometry, from the Open Molecules 2025 dataset.

Total charge: +2
Energy above the lowest of the compared OMol25 structures with the same formula, charge and spin: 0.0 kJ/mol
Molar mass: 98.15 g mol⁻¹
LUMO level: -10.91 eV
Gap between HOMO and LUMO: 10.4302 eV
SMILES string: C[N+]1=CC[N+](C)=C1

```
17
Properties=species:S:1:pos:R:3:forces:R:3:nbo_charge:R:1
C -1.387550 1.456276 1.646855 -0.8 1.5 1.0 -0.46
N -0.789658 0.403844 0.880487 -0.4 -1.4 -0.8 -0.26
C -1.324812 -0.676738 0.392087 0.2 0.2 0.0 0.33
C -0.281859 -1.405620 -0.330981 -0.5 -0.8 -0.4 -0.35
N 0.896299 -0.574985 -0.167317 -1.2 1.1 0.9 -0.18
C 2.135927 -0.924646 -0.763519 1.9 -0.5 -1.1 -0.45
C 0.565067 0.446069 0.546717 0.6 2.0 2.0 0.38
H -0.886338 1.564953 2.613960 0.0 -0.2 -0.1 0.27
H -2.447272 1.271877 1.819938 0.1 -0.1 -0.1 0.28
H -1.280115 2.411723 1.120013 0.0 -0.2 -0.1 0.28
H -2.362065 -0.958493 0.525305 -0.1 0.0 0.0 0.30
H -0.122664 -2.424737 0.070089 0.1 0.2 0.1 0.35
H -0.551515 -1.593704 -1.385615 0.1 0.2 0.1 0.35
H 2.960201 -0.336443 -0.363431 -0.2 0.0 0.1 0.28
H 2.095408 -0.759480 -1.849119 -0.2 0.1 0.2 0.28
H 2.343527 -1.991523 -0.629108 -0.1 0.2 0.2 0.28
H 1.012719 1.371105 1.151060 0.4 -2.2 -2.1 0.33
```
Positions in Å, forces in eV/Å.

***

The following is a quantum chemistry calculation of an isolated molecule of C5H10N2O in a non-equilibrium geometry, from the Open Molecules 2025 dataset.

Energy above the lowest of the compared OMol25 structures with the same formula, charge and spin: 71.0 kJ/mol
Molar mass: 114.15 g mol⁻¹
LUMO level: 0.87 eV
Gap between HOMO and LUMO: 9.6366 eV
SMILES string: NC(=O)[C@@H]1CCCN1

```
18
Properties=species:S:1:pos:R:3:forces:R:3:nbo_charge:R:1
N 0.651661 -2.412685 0.882505 -1.0 4.4 1.6 -0.84
C -0.001995 -1.780356 -0.149912 0.2 1.1 1.2 0.67
O -0.258269 -2.242689 -1.229219 0.3 -1.3 -0.7 -0.62
C -0.632819 -0.402361 0.164975 -2.0 -1.9 -0.6 -0.16
C -0.818591 0.436510 -1.121376 -0.8 0.1 0.2 -0.41
C 0.278673 1.493521 -0.932633 0.0 -0.6 -0.3 -0.44
C 0.660464 1.525123 0.555179 0.8 0.8 1.6 -0.22
N -0.040368 0.380116 1.211184 1.3 0.4 -1.3 -0.66
H 0.898784 -1.844163 1.761022 -0.6 -1.3 -2.2 0.42
H 0.997514 -3.285810 0.729200 1.2 -2.7 -0.3 0.39
H -1.653835 -0.806170 0.388245 0.5 0.6 0.5 0.23
H -1.847920 0.856069 -1.153053 0.6 0.4 0.8 0.20
H -0.930972 -0.096130 -2.091950 1.3 -0.1 0.8 0.26
H 1.175831 1.224501 -1.484161 -0.1 0.1 -0.3 0.21
H -0.117548 2.406509 -1.300225 0.1 1.1 -0.2 0.22
H 1.776536 1.360191 0.681511 -1.2 0.3 -0.3 0.19
H 0.447053 2.531590 1.103574 0.1 -1.7 -1.0 0.19
H -0.584199 0.656234 1.985134 -1.0 0.2 0.5 0.38
```
Positions in Å, forces in eV/Å.

***

The following is a quantum chemistry calculation of an isolated molecule of C5H10N2O in a non-equilibrium geometry, from the Open Molecules 2025 dataset.

Energy above the lowest of the compared OMol25 structures with the same formula, charge and spin: 398.5 kJ/mol
Molar mass: 114.15 g mol⁻¹
LUMO level: 0.61 eV
Gap between HOMO and LUMO: 8.6183 eV
SMILES string: C/C=N\NCC(C)=O

```
18
Properties=species:S:1:pos:R:3:forces:R:3:nbo_charge:R:1
C -2.304540 -0.461720 1.230566 3.8 0.0 -0.9 -0.66
C -2.064464 0.249271 -0.075427 -0.6 -0.3 -2.9 0.03
N -1.419675 0.093728 -1.220506 -1.6 2.1 2.5 -0.25
N -0.292080 -0.498147 -1.584273 2.3 -1.6 0.5 -0.42
C 0.845189 -0.947567 -0.639025 -1.5 1.2 1.7 -0.33
C 1.226580 0.219840 0.364977 -1.7 -1.4 2.1 0.55
C 2.418724 1.045241 0.080056 4.2 1.0 -2.3 -0.75
O 0.592962 0.313528 1.416792 1.0 0.2 -1.6 -0.53
H -3.248935 -0.854424 1.252232 -2.5 -1.2 -0.4 0.22
H -2.353775 0.335169 1.942375 0.6 0.2 1.0 0.23
H -1.558543 -1.273786 1.408289 -0.6 0.9 0.4 0.22
H -2.890964 0.994095 -0.208549 0.7 -0.6 -0.2 0.16
H 0.058786 -0.063937 -2.461893 -0.3 -0.6 1.2 0.37
H 1.745854 -1.010838 -1.219561 0.1 -1.0 -0.6 0.21
H 0.613221 -1.844892 0.094758 0.2 1.5 -2.1 0.22
H 2.266751 2.156014 -0.158970 0.0 -1.5 1.1 0.26
H 3.448512 0.852442 0.659907 -2.9 0.6 0.0 0.26
H 2.916397 0.695984 -0.881748 -1.1 0.3 0.5 0.21
```
Positions in Å, forces in eV/Å.

***

The following is a quantum chemistry calculation of a cluster of 2 separate species, C5H10N2O in total, from the Open Molecules 2025 dataset.

Energy above the lowest of the compared OMol25 structures with the same formula, charge and spin: 451.1 kJ/mol
Molar mass: 114.15 g mol⁻¹
LUMO level: 0.54 eV
Gap between HOMO and LUMO: 8.5658 eV

```
18
Properties=species:S:1:pos:R:3:forces:R:3:nbo_charge:R:1
C 0.485362 0.894753 -0.920493 -0.6 0.3 0.1 0.03
C -1.195403 -1.131763 1.573761 0.1 0.1 -0.1 -0.44
C -0.786760 1.432706 -0.560562 0.3 -0.2 -0.3 -0.72
C 0.637562 -0.214635 -1.915649 0.0 -0.1 0.1 -0.65
C 1.853311 -0.434672 1.304246 0.3 -0.2 -0.1 0.90
N 0.768665 -0.077575 0.873661 -0.2 0.0 0.1 -0.40
N -0.366067 0.070193 1.693476 -0.2 0.4 -0.5 -0.45
O 2.917668 -0.802201 1.600443 -0.3 0.2 0.0 -0.47
H 1.347141 1.546461 -0.823156 0.0 0.0 0.1 0.20
H -0.695414 -2.024776 1.967154 0.0 0.1 0.0 0.18
H -1.510472 -1.343938 0.541149 0.0 0.0 0.0 0.16
H -2.088326 -0.953293 2.174193 0.0 0.0 0.0 0.21
H -0.949574 0.961783 0.604325 0.4 -0.3 0.4 0.32
H -0.822832 2.511483 -0.428832 0.0 -0.1 0.1 0.24
H 0.697166 0.203068 -2.926438 0.0 0.0 0.1 0.23
H -1.632102 1.050359 -1.130657 0.0 -0.1 0.0 0.22
H -0.210305 -0.898939 -1.880040 0.0 0.0 0.0 0.22
H 1.550380 -0.789016 -1.746583 0.0 0.0 0.0 0.22
```
Positions in Å, forces in eV/Å.